[1]
A molecular structure, C44H30BrClHgIN3O3PS. Source: the Open Molecules 2025 dataset; level of theory: ωB97M-V/def2-TZVPD.

XYZ file:
```
86
Properties=species:S:1:pos:R:3:forces:R:3:mulliken_charge:R:1
Hg 13.871850 12.816995 12.743614 0.6 -0.5 0.8 0.7876
Br 21.680516 6.132792 14.683217 0.0 -0.2 -0.1 -0.2555
C 21.546204 8.035189 14.705208 -0.4 -0.4 -0.9 0.3573
C 21.586999 8.721414 13.486821 -0.3 1.1 0.9 -0.4345
C 21.451781 10.120036 13.573316 -0.3 0.1 -0.2 -0.3191
C 21.172424 10.762481 14.815996 -0.9 0.0 -0.9 -0.0652
C 21.196437 10.022954 15.979729 0.1 -0.9 0.1 -0.2741
C 21.286630 8.634212 15.911861 0.4 0.3 0.4 -0.4763
N 20.501535 12.013098 14.748249 0.3 1.7 -0.8 -0.6412
N 19.807525 12.291546 15.784609 -0.7 -1.4 1.1 0.0981
C 18.753761 13.138929 15.949927 2.0 0.0 0.6 -0.0775
C 17.845385 12.758676 16.982676 0.2 -0.7 0.2 -0.2566
C 16.537225 13.084230 16.887079 -0.7 1.3 0.0 -0.5635
C 16.002441 13.875164 15.771476 1.8 -1.1 -0.3 0.0430
O 14.807691 13.727431 15.500077 -0.2 1.0 -0.7 -0.3863
C 17.087265 14.685830 14.971255 -1.5 -1.0 1.1 0.3393
N 16.646181 15.609621 14.082614 1.2 -0.2 1.4 -0.3997
C 17.607626 16.397573 13.610098 -0.6 1.1 -1.6 -0.4757
C 18.987966 16.232179 13.845683 -1.1 -0.4 0.6 -0.6330
C 19.411368 15.199622 14.670092 0.4 -0.5 -1.2 -0.4967
C 18.458609 14.370522 15.266915 -1.5 0.2 -1.7 0.4912
H 21.489748 8.173628 12.550694 0.6 0.3 0.1 0.3252
H 21.410415 10.755967 12.669243 -0.1 -0.5 0.6 0.3511
H 21.035615 10.571503 16.880963 -0.4 -0.1 0.6 0.4620
H 21.077256 7.967936 16.744160 0.4 0.4 0.2 0.3329
H 18.154868 12.095812 17.817667 0.1 0.3 -0.9 0.3355
H 15.779844 12.785654 17.612236 0.3 -0.2 -0.1 0.3230
H 17.245827 17.224862 12.907901 0.7 -1.2 1.1 0.4807
H 19.643103 16.900954 13.331965 0.5 0.2 -0.1 0.4274
H 20.453429 14.858162 14.664469 -0.3 0.5 0.3 0.3573
I 13.393454 15.161366 10.617384 0.0 -0.8 -0.3 0.2210
C 12.379139 13.418379 9.865462 -0.8 0.1 0.7 -0.4163
C 12.881012 12.693829 8.805987 2.4 0.6 -1.0 -0.6443
C 12.054637 12.004538 7.953405 -0.3 -1.0 1.0 -0.5088
C 10.687342 11.855601 8.224721 0.9 1.6 0.3 -1.1450
C 10.126364 12.523629 9.340327 0.6 -0.1 0.1 0.7457
C 8.713856 12.625513 9.545827 0.7 0.0 0.4 -1.1126
C 8.268227 13.306674 10.697945 1.4 -0.2 0.2 -0.8340
C 9.148838 13.729656 11.689607 -0.6 -0.1 0.8 -0.5950
C 10.541294 13.551575 11.551169 0.5 0.5 0.4 1.4084
P 11.509622 13.387502 13.036194 0.6 0.5 -0.7 -0.4503
C 10.809172 11.967178 13.851391 -1.8 -1.5 0.6 1.0393
C 10.341248 12.079964 15.185073 0.6 -2.0 -1.4 -0.5646
C 9.981596 10.879049 15.803801 -0.7 0.8 1.6 -0.5743
C 9.776238 9.704150 15.102063 0.0 -1.0 1.1 -0.3320
C 10.050281 9.597460 13.757528 1.3 1.3 -1.3 -0.6355
C 10.594773 10.727728 13.112962 -0.1 1.3 3.4 -0.7748
C 11.452866 14.822550 14.185766 -1.6 0.2 -1.2 1.1389
C 12.166741 14.885260 15.372301 0.3 -1.3 -0.7 -0.5383
C 12.303410 16.076693 16.022712 -1.0 1.0 -0.5 -0.7032
C 11.460249 17.132754 15.657431 1.1 -1.4 0.2 -0.5845
C 10.531344 16.967184 14.639789 0.5 1.0 0.2 -0.9816
C 10.610172 15.903373 13.786017 0.7 -1.4 0.6 -0.3932
C 11.060371 13.165461 10.286870 -0.4 0.1 -0.6 0.4465
H 13.980225 12.721693 8.575876 -1.2 0.2 0.2 0.3180
H 12.554911 11.441803 7.195621 -0.1 -0.2 -0.7 0.3800
H 10.065737 11.467954 7.458337 -0.7 -0.6 -0.4 0.3578
H 8.086176 12.150631 8.774664 0.0 0.5 0.6 0.3081
H 7.265226 13.478038 10.928378 -1.7 0.1 -0.1 0.4393
H 8.808977 14.159445 12.668613 -0.2 -0.5 -1.2 0.3245
H 10.275846 12.999364 15.722900 0.4 0.5 0.2 0.5082
H 9.837227 10.932972 16.922769 -0.2 -0.3 -1.4 0.2850
H 9.459947 8.799570 15.643243 0.1 0.5 -0.2 0.3157
H 10.048794 8.650309 13.211888 -0.4 0.3 0.3 0.3365
H 10.926634 10.720619 12.131629 0.5 -0.3 -1.9 0.5377
H 12.715197 14.024040 15.730640 0.2 0.1 -0.2 0.6967
H 13.099590 16.176621 16.720118 0.3 0.2 0.7 0.4794
H 11.702362 18.059637 16.102884 -0.5 1.1 0.5 0.4219
H 9.857909 17.768887 14.444518 -0.4 0.5 -0.3 0.4099
H 10.033600 15.888547 12.868927 0.1 -0.1 0.1 0.4182
O 16.278023 26.675903 13.502552 0.8 -1.4 0.5 -0.4987
C 15.780249 25.567888 12.798644 0.4 0.4 -1.0 0.5785
O 14.989439 25.858539 11.924894 -0.1 -0.1 0.5 -0.6082
C 16.240487 24.167927 13.020939 -0.4 0.9 -0.2 0.5419
C 15.515721 23.184113 12.319442 -0.6 -0.8 0.2 -0.3639
C 15.683590 21.835783 12.580630 0.7 1.1 -0.2 -0.4526
C 16.678961 21.362234 13.497084 0.1 2.0 -0.3 0.1387
S 16.885893 19.757133 13.792811 0.3 -1.7 0.5 -0.4090
C 17.517451 22.388216 14.099642 -1.6 0.2 -0.8 -0.8550
C 17.272840 23.725877 13.860308 1.6 1.2 0.7 -0.3143
H 17.047111 26.408946 14.055141 -0.8 0.0 -0.4 0.2941
H 14.736281 23.446472 11.589915 0.5 0.2 0.5 0.3206
H 15.097985 21.152079 11.988163 0.0 -0.4 0.2 0.3512
H 18.247041 22.089903 14.810845 0.7 -0.3 0.3 0.3817
H 18.040080 24.502109 14.276036 -1.6 -1.3 -0.4 -0.0518
Cl 15.912162 11.567611 13.003960 -0.9 0.6 -0.4 -0.5581
```
Positions in Å, forces in eV/Å.

Kohn-Sham gap (alpha / beta) = 4.7454 / 5.2315 eV
HOMO (alpha / beta) = -1.665 / -2.138 eV
Largest force on an atom = 3.6 eV/Å
Multiplicity = 2
Energy relative to the best compared isomer or geometry (same formula, charge and spin) = 17.9 kcal per mole
Charge = -2
Total energy = -171690.2089 eV

***

[2]
A molecular structure, C44H30CsN9O10. Source: the Open Molecules 2025 dataset; level of theory: ωB97M-V/def2-TZVPD.

XYZ file:
```
94
Properties=species:S:1:pos:R:3:forces:R:3:mulliken_charge:R:1
Cs -0.820609 -0.882734 -0.753892 -0.3 0.2 0.4 0.8327
C 4.407069 -1.767520 1.360862 -0.9 0.7 0.6 -0.6175
C 3.984612 -2.974189 1.870696 0.1 -0.4 -0.5 -0.5517
C 2.753121 -3.042891 2.504585 -0.5 -0.6 1.0 -0.5580
C 2.002212 -1.872002 2.740747 0.8 -0.5 -1.2 0.4450
N 2.344216 -0.749152 2.098086 -0.2 0.3 1.0 -0.1394
C 3.516754 -0.696629 1.480585 0.4 0.6 -0.4 0.1349
C 0.861616 -1.906517 3.702312 -0.6 -0.3 0.7 0.2889
C 0.994494 -2.780955 4.805676 0.6 -0.3 -0.3 -0.6533
C -0.054442 -2.939005 5.691077 -0.1 1.0 -0.4 -0.7968
C -1.195023 -2.156946 5.523087 0.2 0.4 -0.5 -0.7600
C -1.262690 -1.266184 4.426793 1.4 -1.3 0.2 0.5687
N -0.236418 -1.166871 3.542333 -0.7 0.3 0.1 -0.0451
C -2.524042 -0.513759 4.277025 -1.2 1.0 -0.9 0.1650
C -3.739950 -1.065258 4.729737 0.8 -0.1 0.0 -0.6816
C -4.871850 -0.263961 4.769407 0.2 0.1 0.1 -0.3754
C -4.808431 1.059274 4.302909 0.4 -0.8 0.1 -0.9684
C -3.605418 1.471096 3.726858 0.4 0.0 0.1 0.1566
N -2.510045 0.700766 3.710627 0.3 0.1 0.5 0.0127
H 5.366043 -1.622081 0.911223 0.3 0.0 -0.3 0.4452
H 4.609400 -3.847411 1.680551 -0.4 0.0 0.3 0.3499
H 2.370220 -4.022870 2.857048 0.4 0.8 -0.3 0.4419
H 3.789933 0.293143 1.077010 -0.2 -0.5 0.0 0.2036
H 1.947775 -3.325154 4.938710 -0.8 0.3 0.0 0.4778
H 0.038769 -3.581927 6.537770 0.0 -0.4 0.4 0.4254
H -2.024054 -2.175040 6.227155 0.3 -0.2 -0.1 0.5010
H -3.708510 -2.116221 5.047264 -0.5 0.6 -0.1 0.4621
H -5.771818 -0.687664 5.215749 0.0 0.3 -0.3 0.3970
H -5.662505 1.712069 4.397116 0.0 0.1 -0.2 0.3744
H -3.450701 2.484058 3.302773 -0.4 -0.7 0.2 0.3068
O 2.096832 0.659484 -6.179146 -0.5 0.4 0.5 -0.4543
C 2.542585 1.880293 -5.867154 0.8 -0.3 0.5 0.3352
O 2.645886 2.768030 -6.674137 -0.2 0.2 -0.8 -0.6176
C 3.093106 2.152013 -4.472646 -0.4 -0.2 -0.4 0.5373
C 3.618304 1.118292 -3.668530 0.2 1.6 0.1 -0.3350
C 3.895738 1.453221 -2.344586 -0.7 -0.8 0.6 -0.3896
C 3.428433 2.648409 -1.780103 0.3 0.2 -0.8 -0.0159
C 3.120832 3.719339 -2.631705 -0.1 -0.6 -0.5 -0.0864
C 3.008695 3.491316 -4.003094 -0.3 -0.6 0.2 -0.7797
N 3.284350 2.759779 -0.388131 -1.0 0.5 0.7 -0.3587
C 2.170732 3.243464 0.051494 0.7 -0.1 -2.0 -0.1871
C 1.939421 3.342154 1.466417 -0.2 0.0 2.6 0.3741
C 2.983419 3.653969 2.367523 -0.3 -0.7 -1.5 -0.8150
C 2.786830 3.485144 3.708692 -0.2 -0.1 0.6 -0.2530
C 1.537655 3.034306 4.164607 0.6 0.5 0.2 -0.5981
C 0.531045 2.853248 3.219819 0.3 -0.2 -0.3 -0.1829
N 0.711038 3.009761 1.907486 1.2 0.3 -0.3 -0.0985
H 1.340690 0.241637 -5.607344 0.6 0.0 -0.2 0.4525
H 3.892867 0.133857 -4.048429 -0.5 0.3 0.0 0.4165
H 4.235212 0.650336 -1.692010 0.0 0.2 0.1 0.2534
H 2.886132 4.684448 -2.219177 0.0 0.3 0.1 0.5047
H 2.754724 4.331679 -4.679078 0.1 -0.9 0.4 0.4002
H 1.321150 3.568813 -0.596056 0.6 -0.5 0.2 0.5423
H 3.952419 3.843483 1.928345 0.1 0.3 0.1 0.3951
H 3.633073 3.668891 4.378019 -0.5 -0.1 0.0 0.3631
H 1.429376 2.866070 5.243258 -0.4 0.0 -0.6 0.3608
H -0.452824 2.482200 3.427532 -0.4 -0.1 0.6 0.2583
O -3.946832 -0.612283 -0.250002 -0.7 1.1 -0.3 -0.7112
C -4.907385 0.109061 -0.732258 2.2 -1.3 0.9 0.1483
C -6.132823 -0.509784 -0.988927 -1.3 0.0 -0.4 -0.5145
C -7.138901 0.160098 -1.650585 -0.1 -0.4 -0.4 -0.3502
C -6.969686 1.489071 -2.027899 -0.8 0.8 -0.3 -0.6552
C -5.822960 2.187491 -1.693235 -0.6 -0.9 0.1 -0.8214
C -4.809110 1.505567 -1.039613 -0.4 0.2 -0.1 0.3860
C -3.695642 2.275043 -0.610680 1.7 -0.6 0.3 0.1793
N -2.418385 1.844824 -0.504912 -1.9 0.7 -0.2 0.0490
C -1.761309 2.910161 -0.029628 0.3 1.9 0.6 -0.4502
C -2.594819 4.018940 0.155712 1.3 -1.4 0.1 -0.9598
N -3.824893 3.577993 -0.208149 -0.5 -0.9 -0.4 -0.0175
H -6.203464 -1.535929 -0.662784 -0.1 -0.2 -0.1 0.3960
H -8.042576 -0.352419 -2.007547 0.3 0.1 0.4 0.2952
H -7.774390 1.993883 -2.549100 0.0 0.0 -0.1 0.3263
H -5.716441 3.236388 -1.954064 0.0 -0.1 -0.1 0.4138
H -0.722395 2.843851 0.238476 0.0 0.1 -0.1 0.6953
H -2.434944 4.973128 0.578342 0.2 0.7 0.2 0.4424
H -4.719060 4.037741 -0.120084 0.3 -0.1 0.0 0.2757
O 0.032591 -0.581427 -5.077788 -0.3 0.0 0.3 -0.8914
C -0.189377 -1.481601 -4.223767 0.4 -0.1 0.4 0.2819
O -1.140782 -1.582462 -3.399299 0.9 0.2 -1.3 -0.8408
C 0.875449 -2.593669 -4.075683 0.1 0.9 -0.9 0.6632
C 1.179886 -3.545047 -5.031340 -1.0 1.3 0.1 -0.4581
C 1.970786 -4.617200 -4.610838 1.6 -2.0 -0.9 0.0099
C 2.295523 -4.861214 -3.295738 0.0 -0.5 0.2 -0.2396
C 1.939908 -3.873975 -2.407500 0.4 0.9 2.4 -0.4023
C 1.676753 -2.505780 -2.849868 0.1 0.8 0.4 0.0905
O 2.077422 -1.422645 -2.308221 -1.3 -2.4 -0.8 -0.5477
N 1.967127 -4.119945 -0.946138 0.8 -0.4 -0.9 0.9531
O 1.317799 -3.336348 -0.216443 1.4 -2.0 -0.7 -0.4615
O 2.629875 -5.138155 -0.580947 -1.6 2.1 0.4 -0.6694
N 2.579506 -5.537420 -5.589692 0.3 0.3 0.4 0.9601
O 2.378866 -5.254099 -6.779004 0.5 -1.0 0.9 -0.6426
O 3.312337 -6.488469 -5.184988 -1.5 1.6 -1.1 -0.6673
H 0.798606 -3.461191 -6.077537 0.3 -0.2 1.2 0.3940
H 2.806285 -5.793277 -3.001979 -0.5 0.7 -0.1 0.4761
```
Positions in Å, forces in eV/Å.

Kohn-Sham gap = 5.1893 eV
HOMO = -1.918 eV
Largest force on an atom = 2.9 eV/Å
Multiplicity = 1
Energy relative to the best compared isomer or geometry (same formula, charge and spin) = 0.0 kcal per mole
Charge = -2
Total energy = -80545.7358 eV